Entry 1:
Formula: C20H28N2O5
Source: OMol25
Level of theory: ωB97M-V/def2-TZVPD

The calculation puts the energy above the lowest of the compared OMol25 structures with the same formula, charge and spin at 0.000 eV. Its SMILES is CC(C)(C)OC(=O)N1CCC(C(=O)N[C@@H](Cc2ccccc2)C(=O)O)CC1. The value obtained for the HOMO energy is -0.3371 hartree. Its spin multiplicity is 1.

Cartesian coordinates (Å):
C  0.95  -4.55  -1.64
C  1.30  -3.10  -1.30
C  2.81  -2.96  -1.05
C  0.86  -2.15  -2.40
O  0.71  -2.72  -0.04
C  -0.63  -2.73  0.11
O  -1.43  -3.01  -0.75
N  -1.00  -2.40  1.38
C  -2.37  -2.03  1.63
C  -2.53  -0.51  1.52
C  -1.56  0.19  2.48
C  -1.65  1.70  2.33
O  -2.00  2.44  3.22
N  -1.28  2.16  1.11
C  -1.30  3.54  0.74
C  0.13  4.11  0.55
C  0.93  3.21  -0.35
C  0.83  3.31  -1.73
C  1.52  2.44  -2.55
C  2.32  1.45  -2.00
C  2.42  1.34  -0.63
C  1.73  2.22  0.19
C  -2.11  3.77  -0.53
O  -2.29  4.85  -1.04
O  -2.59  2.64  -1.05
C  -0.12  -0.31  2.25
C  -0.07  -1.83  2.34
H  -0.12  -4.64  -1.80
H  1.25  -5.21  -0.83
H  1.47  -4.84  -2.55
H  3.11  -3.61  -0.23
H  3.05  -1.94  -0.78
H  3.36  -3.23  -1.94
H  1.06  -1.12  -2.11
H  1.39  -2.37  -3.32
H  -0.21  -2.25  -2.58
H  -2.65  -2.38  2.62
H  -2.99  -2.53  0.88
H  -2.33  -0.22  0.49
H  -3.56  -0.23  1.77
H  -1.85  -0.04  3.51
H  -1.02  1.51  0.38
H  -1.80  4.09  1.55
H  0.60  4.18  1.53
H  0.04  5.11  0.12
H  0.22  4.09  -2.17
H  1.45  2.53  -3.63
H  2.86  0.77  -2.64
H  3.05  0.58  -0.19
H  1.82  2.13  1.27
H  -3.11  2.83  -1.85
H  0.24  -0.01  1.27
H  0.54  0.13  3.01
H  -0.38  -2.17  3.33
H  0.93  -2.20  2.13

Mulliken population analysis, charges in e, atoms 1 to 4: -1.820 1.697 -1.605 -1.502

Entry 2:
Formula: C20H28N3O2
Source: OMol25
Level of theory: ωB97M-V/def2-TZVPD

Its total charge is +1. The calculation puts the energy above the lowest of the compared OMol25 structures with the same formula, charge and spin at 1.222 eV. Its SMILES is CCc1ccc(OC[C@H](O)CN2CC[NH+](c3ccccn3)CC2)cc1. The value obtained for the HOMO energy is -0.4138 hartree. Its spin multiplicity is 1.

Cartesian coordinates (Å):
C  1.23  4.50  -2.19
C  1.52  3.00  -2.08
C  0.41  2.30  -1.36
C  0.41  2.18  0.02
C  -0.63  1.55  0.68
C  -1.75  1.08  -0.02
O  -2.72  0.54  0.76
C  -3.90  0.01  0.20
C  -3.89  -1.53  0.08
O  -3.85  -2.16  1.33
C  -2.76  -2.10  -0.79
N  -1.42  -1.71  -0.38
C  -1.07  -2.23  0.94
C  0.43  -2.09  1.18
N  0.93  -0.95  0.38
C  2.27  -0.53  0.81
C  2.42  0.25  1.95
C  3.71  0.60  2.31
C  4.78  0.16  1.54
C  4.50  -0.63  0.42
N  3.27  -0.96  0.07
C  0.87  -1.30  -1.06
C  -0.41  -2.09  -1.35
C  -1.76  1.21  -1.41
C  -0.69  1.81  -2.06
H  0.31  4.67  -2.74
H  1.13  4.94  -1.20
H  2.04  5.00  -2.71
H  2.46  2.86  -1.54
H  1.64  2.59  -3.08
H  1.24  2.58  0.59
H  -0.67  1.52  1.76
H  -4.14  0.45  -0.77
H  -4.70  0.28  0.90
H  -4.83  -1.80  -0.44
H  -4.62  -1.91  1.85
H  -2.91  -1.73  -1.81
H  -2.88  -3.19  -0.79
H  -1.36  -3.29  1.05
H  -1.64  -1.66  1.67
H  0.98  -2.98  0.87
H  0.63  -1.92  2.24
H  0.27  -0.14  0.53
H  1.57  0.58  2.53
H  3.89  1.21  3.18
H  5.79  0.41  1.79
H  5.28  -1.01  -0.22
H  1.76  -1.88  -1.30
H  0.90  -0.36  -1.62
H  -0.21  -3.17  -1.34
H  -0.76  -1.83  -2.35
H  -2.59  0.86  -2.00
H  -0.73  1.91  -3.13

Mulliken population analysis, charges in e, atoms 1 to 4: -1.267 -1.239 0.484 0.381

Entry 3:
Formula: C20H29As3O2PdS
Source: OMol25
Level of theory: ωB97M-V/def2-TZVPD

Its total charge is -2. The calculation puts the energy above the lowest of the compared OMol25 structures with the same formula, charge and spin at 0.709 eV. The value obtained for the HOMO energy is -0.0042 hartree. Its spin multiplicity is 1.

Cartesian coordinates (Å):
Pd  0.18  0.37  -0.19
C  -1.77  -0.43  3.01
As  -0.07  -0.07  2.03
C  0.54  1.34  3.28
C  1.02  -1.53  2.81
C  0.84  -1.95  4.12
C  1.59  -2.98  4.67
C  2.55  -3.60  3.88
C  2.74  -3.19  2.57
C  1.99  -2.15  2.00
As  2.15  -1.67  0.06
C  3.66  -2.89  -0.39
C  3.39  -0.16  0.28
H  -1.68  -0.33  4.09
H  -2.11  -1.43  2.76
H  -2.50  0.29  2.64
H  0.68  0.96  4.30
H  -0.21  2.14  3.28
H  1.47  1.75  2.90
H  0.09  -1.46  4.74
H  1.43  -3.29  5.69
H  3.15  -4.41  4.28
H  3.49  -3.69  1.97
H  4.52  -2.76  0.26
H  3.92  -2.61  -1.41
H  3.35  -3.94  -0.39
H  4.28  -0.46  0.84
H  2.88  0.66  0.77
H  3.64  0.16  -0.73
O  0.09  -1.18  -2.72
C  1.07  -0.47  -3.02
O  2.29  -0.74  -2.90
C  0.74  0.88  -3.68
C  0.32  0.84  -5.00
C  0.06  2.00  -5.73
C  0.22  3.23  -5.11
C  0.61  3.28  -3.78
C  0.87  2.12  -3.02
S  1.26  2.30  -1.32
H  0.19  -0.13  -5.47
H  -0.26  1.94  -6.77
H  0.03  4.15  -5.65
H  0.71  4.24  -3.28
C  -2.77  1.36  -3.20
As  -2.12  0.98  -1.38
C  -3.67  -0.14  -0.86
C  -2.80  2.63  -0.53
H  -3.81  1.67  -3.20
H  -2.64  0.45  -3.79
H  -2.14  2.14  -3.64
H  -4.62  0.32  -1.12
H  -3.62  -0.31  0.22
H  -3.57  -1.11  -1.36
H  -3.83  2.85  -0.84
H  -2.14  3.45  -0.81
H  -2.75  2.50  0.55

Mulliken population analysis, charges in e, atoms 1 to 4: -0.578 -1.401 1.067 -1.301

Entry 4:
Formula: C20H29BrF6NOP
Source: OMol25
Level of theory: ωB97M-V/def2-TZVPD

Its total charge is +1. The expectation value of S² is 0.75. The value obtained for the HOMO energy (alpha / beta) is -0.4115 / -0.4348 hartree. Its spin multiplicity is 2.

Cartesian coordinates (Å):
F  -7.75  -3.89  4.80
C  -6.62  -3.21  4.07
F  -5.77  -2.60  5.13
F  -5.75  -4.19  3.35
C  -7.21  -2.07  3.00
F  -8.49  -1.59  3.63
F  -7.46  -2.66  1.65
C  -6.06  -0.86  2.96
C  -6.41  0.28  1.84
C  -5.12  1.12  1.27
P  -3.87  1.69  2.60
F  -4.43  1.54  4.26
Br  -3.51  3.95  2.27
C  -2.20  0.84  2.24
C  -1.92  -0.34  1.13
C  -0.43  -1.01  0.83
C  0.82  -0.41  1.73
C  0.65  0.78  2.86
C  -0.88  1.38  3.09
H  -4.99  -1.34  2.87
H  -6.16  -0.33  4.02
H  -7.23  1.04  2.19
H  -6.87  -0.29  0.90
H  -4.53  0.59  0.40
H  -5.56  2.12  0.78
H  -2.81  -0.76  0.48
H  -0.31  -1.83  0.00
H  1.90  -0.85  1.56
H  1.53  1.22  3.49
H  -1.04  2.26  3.88
C  2.90  -0.28  -4.26
C  2.86  0.58  -2.96
C  3.61  1.93  -3.18
C  5.12  1.79  -3.18
C  5.61  1.10  -1.92
C  4.92  -0.28  -1.69
N  3.42  -0.21  -1.81
O  2.93  0.38  -0.63
C  5.50  -1.29  -2.71
C  5.39  -0.84  -0.31
C  1.34  0.93  -2.81
H  3.19  0.31  -5.13
H  3.57  -1.14  -4.22
H  1.92  -0.72  -4.48
H  3.33  2.63  -2.38
H  3.29  2.40  -4.11
H  5.45  1.25  -4.08
H  5.58  2.79  -3.24
H  6.70  0.97  -1.97
H  5.42  1.76  -1.06
H  4.95  -2.24  -2.68
H  6.55  -1.53  -2.48
H  5.52  -0.92  -3.73
H  5.17  -0.17  0.52
H  6.47  -1.00  -0.30
H  4.91  -1.81  -0.10
H  0.75  0.03  -2.61
H  0.96  1.38  -3.73
H  1.15  1.65  -2.01

Mulliken population analysis, charges in e, atoms 1 to 4: -0.226 0.602 -0.234 -0.228

Entry 5:
Formula: C20H29BrO5PRhS4
Source: OMol25
Level of theory: ωB97M-V/def2-TZVPD

The expectation value of S² is 6.02. The value obtained for the HOMO energy (alpha / beta) is -0.2768 / -0.2954 hartree. Its spin multiplicity is 5.

Cartesian coordinates (Å):
Rh  -14.50  1.85  12.59
O  -17.97  -1.70  17.35
C  -17.34  -1.06  16.58
S  -15.59  -1.06  16.47
C  -15.51  -0.08  14.96
C  -16.72  0.53  14.53
S  -16.87  1.71  13.33
S  -18.21  0.06  15.47
S  -14.00  -0.03  14.17
C  -10.63  5.55  7.08
C  -10.11  4.88  8.37
C  -9.79  5.92  9.50
C  -8.83  4.06  8.06
C  -11.27  4.08  8.96
C  -11.06  2.89  9.66
C  -12.15  2.12  10.13
Br  -11.77  0.49  10.97
C  -13.47  2.57  10.03
O  -14.44  1.84  10.60
C  -13.70  3.76  9.36
C  -12.62  4.50  8.82
C  -15.13  4.18  9.06
C  -15.21  5.43  8.20
C  -15.97  3.10  8.41
C  -15.71  4.59  10.45
H  -9.81  5.93  6.45
H  -11.22  6.46  7.32
H  -11.25  4.83  6.59
H  -9.12  6.73  9.12
H  -9.38  5.37  10.34
H  -10.74  6.31  9.84
H  -7.94  4.65  7.71
H  -8.93  3.22  7.38
H  -8.46  3.53  8.95
H  -10.09  2.52  10.00
H  -12.90  5.38  8.27
H  -14.82  5.25  7.19
H  -14.73  6.32  8.63
H  -16.23  5.69  8.07
H  -15.43  2.67  7.56
H  -16.87  3.50  7.97
H  -16.19  2.34  9.04
H  -15.00  5.29  10.81
H  -16.12  3.73  11.01
H  -16.59  5.22  10.25
C  -11.57  5.70  13.07
O  -12.57  4.80  12.60
P  -12.92  3.50  13.48
O  -11.50  2.97  13.86
C  -11.01  2.05  14.85
O  -13.48  4.14  14.88
C  -14.77  4.61  15.09
H  -11.20  6.22  12.21
H  -10.75  5.16  13.50
H  -12.05  6.34  13.86
H  -11.81  1.51  15.29
H  -10.50  2.46  15.69
H  -10.37  1.39  14.27
H  -14.78  5.23  16.00
H  -15.42  3.86  15.15
H  -15.10  5.27  14.30

Mulliken population analysis, charges in e, atoms 1 to 4: 0.550 -0.487 0.563 -0.100

Entry 6:
Formula: C20H29ClN2O
Source: OMol25
Level of theory: ωB97M-V/def2-TZVPD

The calculation puts the energy above the lowest of the compared OMol25 structures with the same formula, charge and spin at 16.502 eV. Its SMILES is COCCCCCCCCCCCc1ccc2nccnc2c1Cl. The value obtained for the HOMO energy is -0.3084 hartree. Its spin multiplicity is 1.

Cartesian coordinates (Å):
C  6.02  -2.09  2.12
O  5.63  -1.97  0.71
C  5.91  -0.63  0.16
C  4.55  0.33  0.14
C  3.64  0.00  -1.18
C  2.97  1.43  -1.67
C  1.34  1.48  -1.34
C  0.89  2.96  -0.72
C  -0.76  3.14  -0.78
C  -1.38  1.93  0.19
C  -2.52  2.55  1.24
C  -2.88  1.47  2.46
C  -4.38  0.78  2.22
C  -4.15  -0.29  0.97
C  -4.48  0.29  -0.56
C  -4.20  -0.77  -1.79
C  -3.65  -2.33  -1.57
N  -3.42  -3.15  -2.81
C  -2.89  -4.51  -2.48
C  -2.64  -5.04  -0.96
N  -2.87  -4.25  0.30
C  -3.36  -2.88  -0.07
C  -3.62  -1.83  1.20
Cl  -3.25  -2.47  2.94
H  6.73  -1.24  2.51
H  5.08  -2.16  2.82
H  6.61  -3.11  2.24
H  6.82  -0.07  0.67
H  6.22  -0.74  -0.99
H  4.94  1.46  0.17
H  3.96  0.15  1.16
H  2.85  -0.83  -0.95
H  4.31  -0.41  -2.08
H  3.07  1.51  -2.85
H  3.44  2.37  -1.14
H  1.16  0.66  -0.51
H  0.68  1.21  -2.28
H  1.38  3.78  -1.42
H  1.18  3.09  0.41
H  -1.08  4.21  -0.41
H  -1.05  3.02  -1.91
H  -0.46  1.48  0.81
H  -1.82  1.13  -0.54
H  -3.50  2.83  0.64
H  -2.08  3.54  1.71
H  -2.07  0.60  2.35
H  -2.75  1.93  3.53
H  -4.74  0.23  3.19
H  -5.20  1.56  1.91
H  -4.86  1.41  -0.72
H  -4.42  -0.36  -2.89
H  -2.65  -5.24  -3.38
H  -2.23  -6.15  -0.83

Mulliken population analysis, charges in e, atoms 1 to 4: -0.585 -0.324 -0.512 -0.414

Entry 7:
Formula: C20H29N11O9PSSc
Source: OMol25
Level of theory: ωB97M-V/def2-TZVPD

Its total charge is +2. The calculation puts the energy above the lowest of the compared OMol25 structures with the same formula, charge and spin at 0.672 eV. The value obtained for the HOMO energy is -0.4928 hartree. Its spin multiplicity is 1.

Cartesian coordinates (Å):
Sc  -0.06  -0.18  0.40
C  -0.95  0.92  4.72
C  -0.67  0.88  3.26
N  -0.16  -0.13  2.64
N  0.20  -1.23  3.35
C  1.22  -1.83  2.80
N  1.70  -2.94  3.39
S  2.05  -1.29  1.34
C  -0.85  2.08  2.41
C  -1.37  3.26  2.91
C  -1.43  4.37  2.09
C  -0.98  4.27  0.78
C  -0.50  3.05  0.35
N  -0.43  1.97  1.14
H  -0.71  -0.04  5.17
H  -2.00  1.15  4.90
H  -0.35  1.69  5.21
H  1.31  -3.23  4.27
H  2.57  -3.34  3.08
H  -1.71  3.32  3.94
H  -1.83  5.31  2.46
H  -1.01  5.11  0.10
H  -0.17  2.92  -0.67
O  -1.39  -0.73  -3.70
N  -0.47  -0.22  -4.02
C  0.36  -2.78  -3.92
N  1.04  -1.48  -3.88
C  1.84  -1.24  -5.10
P  1.82  -1.26  -2.31
O  0.64  -1.20  -1.38
N  2.72  0.08  -2.47
C  2.09  1.33  -2.92
C  3.81  0.33  -1.50
N  2.79  -2.52  -2.04
C  2.38  -3.67  -1.23
C  4.07  -2.69  -2.74
H  -0.26  -2.84  -4.82
H  -0.26  -2.91  -3.03
H  1.09  -3.59  -3.96
H  1.16  -1.14  -5.95
H  2.50  -2.08  -5.28
H  2.43  -0.34  -5.00
H  1.48  1.19  -3.81
H  2.88  2.04  -3.18
H  1.47  1.78  -2.15
H  4.20  -0.61  -1.11
H  3.46  0.93  -0.66
H  4.61  0.86  -2.00
H  1.44  -3.47  -0.73
H  3.14  -3.87  -0.48
H  2.27  -4.56  -1.87
H  4.30  -1.82  -3.35
H  4.03  -3.57  -3.39
H  4.87  -2.84  -2.02
O  -7.48  0.91  -0.15
N  -6.81  1.62  -0.86
O  -7.19  2.55  -1.52
C  -5.36  1.34  -0.89
C  -4.53  2.15  -1.67
C  -3.19  1.85  -1.72
C  -2.59  0.80  -0.99
O  -1.32  0.61  -1.02
C  -3.49  0.04  -0.19
C  -4.86  0.30  -0.15
N  -3.02  -1.04  0.64
O  -3.79  -1.65  1.32
O  -1.80  -1.37  0.60
N  -2.34  2.74  -2.53
O  -2.56  3.92  -2.47
O  -1.45  2.22  -3.18
H  -4.94  2.99  -2.21
H  -5.52  -0.30  0.45

Mulliken population analysis, charges in e, atoms 1 to 4: -0.073 -1.721 0.567 1.227

Entry 8:
Formula: C20H29N3O2P
Source: OMol25
Level of theory: ωB97M-V/def2-TZVPD

Its total charge is +1. Its SMILES is CCCCc1cc(CNC)c(CCC(=O)Nc2ccccc2)c[n+]1[PH2]=O. The value obtained for the HOMO energy is -0.4017 hartree. Its spin multiplicity is 1.

Cartesian coordinates (Å):
C  2.58  0.13  2.55
C  3.78  -0.74  1.90
C  4.75  0.12  0.92
C  4.44  -0.17  -0.66
C  2.93  0.39  -0.90
C  1.80  -0.70  -0.78
C  0.30  -0.25  -0.95
C  -0.92  -1.27  -0.81
N  -0.65  -2.46  0.04
C  -0.66  -3.74  -0.73
C  0.09  1.30  -1.22
C  -1.37  1.98  -1.37
C  -1.61  2.80  0.03
C  -2.31  1.84  1.11
O  -1.67  1.18  1.98
N  -3.79  1.68  1.08
C  -4.15  0.29  0.67
C  -4.74  0.14  -0.79
C  -5.13  -1.29  -1.26
C  -4.98  -2.53  -0.30
C  -4.42  -2.40  1.17
C  -3.98  -0.96  1.62
C  1.32  2.28  -1.35
N  2.68  1.79  -1.19
P  3.99  3.01  -1.34
O  3.40  4.44  -1.46
H  2.62  0.06  3.70
H  1.54  -0.32  2.27
H  2.55  1.22  2.22
H  4.40  -1.15  2.79
H  3.28  -1.64  1.37
H  4.43  1.22  1.08
H  5.86  -0.06  1.13
H  4.42  -1.32  -0.83
H  5.21  0.34  -1.34
H  2.01  -1.81  -0.58
H  -1.78  -0.69  -0.30
H  -1.26  -1.62  -1.84
H  0.20  -2.36  0.62
H  -0.86  -4.62  -0.01
H  -1.49  -3.78  -1.52
H  0.35  -3.96  -1.26
H  -2.15  1.15  -1.50
H  -1.38  2.76  -2.20
H  -0.57  3.05  0.46
H  -2.14  3.80  -0.12
H  -4.08  1.80  2.07
H  -4.83  1.09  -1.44
H  -5.52  -1.39  -2.34
H  -5.30  -3.56  -0.68
H  -4.31  -3.32  1.84
H  -3.56  -0.85  2.68
H  1.10  3.39  -1.56
H  4.85  2.94  -0.17
H  4.75  2.77  -2.54

Mulliken population analysis, charges in e, atoms 1 to 4: -0.690 -0.381 -0.307 -0.982

Ordered calculated total energy results: -34414.8288; -29753.4482; -222136.9579; -120364.3293; -157127.7857; -38743.7774; -96835.1922; -39047.7062; unit eV.